81
Properties=species:S:1:pos:R:3:forces:R:3 method="wB97M-V/def2-TZVPD" total_charge=+3 homo_energy_ev=-15.70 homo_lumo_gap_ha=0.28956 relative_energy_kcal_mol=3.6
Ga -0.4855 0.0625 0.8751 -0.1 -0.1 0.0
O -1.0599 0.5562 2.8221 -0.2 0.2 -0.1
C -1.5619 -0.4400 3.7101 0.1 0.0 0.0
C -1.9079 -1.6328 2.8646 -0.1 0.0 0.1
C -2.6133 -2.7016 3.3912 0.0 0.0 0.0
C -2.9465 -3.7596 2.5632 0.0 0.1 0.0
C -2.5763 -3.7070 1.2236 0.0 0.0 0.0
C -1.8654 -2.6180 0.7758 0.0 -0.1 -0.1
N -1.5193 -1.5988 1.5828 0.2 0.2 0.0
H -0.8792 1.4162 3.2443 0.0 0.0 0.0
H -2.4495 -0.0664 4.2221 0.0 0.0 0.0
H -0.8050 -0.6993 4.4548 0.0 0.0 0.0
H -2.9004 -2.6953 4.4344 0.0 0.0 0.0
H -3.4980 -4.6063 2.9494 0.0 0.0 0.0
H -2.8368 -4.4999 0.5374 0.0 0.0 0.0
H -1.5574 -2.5382 -0.2569 0.0 0.0 0.0
I 2.1151 -0.2478 2.4174 0.0 -0.1 -0.1
C 3.4204 0.5121 0.9477 0.1 0.0 0.0
C 4.5322 -0.2513 0.7081 -0.1 -0.1 0.1
C 5.6335 0.2904 0.0243 0.0 0.1 0.0
C 5.6384 1.6206 -0.2781 0.0 -0.1 0.0
C 4.5198 2.4381 0.0060 -0.1 0.0 0.0
C 4.6140 3.8405 -0.1717 -0.1 0.0 0.0
C 3.5857 4.6631 0.1829 0.1 0.0 0.0
C 2.3642 4.0936 0.5711 -0.1 0.0 0.0
C 2.1966 2.7303 0.6955 0.0 0.0 -0.1
P 0.4546 2.2549 0.4842 0.0 0.0 0.1
C -0.4835 3.2429 1.6776 0.1 0.1 0.0
C 0.0510 3.3838 2.9668 0.0 0.1 -0.1
C -0.6845 4.0207 3.9562 0.0 0.0 0.0
C -1.9415 4.5403 3.6633 0.0 0.0 0.0
C -2.4622 4.4195 2.3829 0.0 0.0 0.0
C -1.7427 3.7633 1.3930 0.0 -0.1 0.0
C 0.0447 2.7395 -1.2072 0.0 0.1 0.1
C -0.2854 4.0563 -1.5298 0.0 0.0 0.0
C -0.5003 4.4101 -2.8533 0.0 0.0 0.0
C -0.3633 3.4633 -3.8611 0.0 0.0 0.0
C -0.0139 2.1577 -3.5448 0.0 0.0 0.0
C 0.1817 1.7944 -2.2214 0.0 -0.1 0.0
C 3.3280 1.8688 0.5388 0.0 0.0 0.0
H 4.6012 -1.2545 1.1066 0.0 0.0 0.0
H 6.4971 -0.3287 -0.1745 0.0 0.0 0.0
H 6.5165 2.0827 -0.7102 0.0 0.0 0.0
H 5.5389 4.2492 -0.5580 0.0 0.0 0.0
H 3.6780 5.7373 0.1079 0.0 0.0 0.0
H 1.5183 4.7552 0.7201 0.0 0.0 0.0
H 1.0508 3.0284 3.1854 0.0 0.0 0.0
H -0.2648 4.1398 4.9462 0.0 0.0 0.0
H -2.5035 5.0579 4.4290 0.0 0.0 0.0
H -3.4278 4.8492 2.1509 0.0 0.0 0.0
H -2.1566 3.6690 0.3974 0.0 0.0 0.0
H -0.3764 4.8119 -0.7597 0.0 0.0 0.0
H -0.7598 5.4309 -3.0995 0.0 0.0 0.0
H -0.5154 3.7478 -4.8935 0.0 0.0 0.0
H 0.1155 1.4256 -4.3312 0.0 0.0 0.0
H 0.4657 0.7743 -1.9874 0.0 0.0 0.0
C -3.5341 1.2715 -2.1478 0.0 -0.1 0.0
S -3.4194 0.2864 -0.6619 0.0 0.2 0.0
C -4.6598 1.1020 0.3330 0.1 -0.1 0.0
O -2.0789 0.7599 -0.0371 0.2 -0.1 0.0
H -4.5578 1.1988 -2.5160 0.0 0.0 0.0
H -2.8483 0.8582 -2.8841 0.0 0.0 0.0
H -3.2701 2.3038 -1.9202 0.0 0.0 0.1
H -5.6314 0.9249 -0.1286 0.0 0.0 0.0
H -4.4468 2.1676 0.3922 0.0 0.0 0.0
H -4.6451 0.6492 1.3224 0.0 0.0 0.0
C 2.0673 -2.6045 -3.1144 0.0 0.0 0.0
C 1.7854 -3.0914 -1.6808 0.1 -0.2 -0.2
C 0.8752 -4.3318 -1.6833 0.0 0.0 0.0
C 3.0944 -3.3634 -0.9246 0.0 -0.1 0.0
C 1.0698 -2.0282 -0.9861 0.0 0.4 0.0
N 0.5028 -1.1746 -0.4640 -0.2 -0.1 0.1
H 2.6487 -3.3712 -3.6253 0.0 0.0 0.0
H 2.6484 -1.6824 -3.1147 0.0 0.0 0.0
H 1.1443 -2.4516 -3.6729 0.0 0.0 0.0
H 1.3926 -5.1294 -2.2152 0.0 0.0 0.0
H -0.0637 -4.1402 -2.2033 0.0 0.0 0.0
H 0.6699 -4.6804 -0.6707 0.0 0.0 0.0
H 3.5966 -4.1992 -1.4111 0.0 0.0 0.0
H 2.9126 -3.6353 0.1157 0.0 0.0 0.0
H 3.7536 -2.4992 -0.9686 0.0 0.0 0.0



84
Properties=species:S:1:pos:R:3:forces:R:3 method="wB97M-V/def2-TZVPD" total_charge=+3 multiplicity=2 homo_energy_ev="-16.83 / -16.83" homo_lumo_gap_ha="0.26807 / 0.20610" relative_energy_kcal_mol=33.5
Ir -0.7900 0.7266 1.1170 0.6 -0.9 -1.0
C -0.8071 -0.8740 5.5115 -0.1 0.0 0.1
C -1.7094 -1.6286 4.6127 -0.2 0.1 -0.4
N -2.2174 -2.7801 4.9835 0.1 -0.2 0.3
C -2.9633 -3.5085 4.1545 0.2 0.6 -0.1
C -3.2648 -3.1027 2.8206 0.0 -0.5 0.1
C -4.0778 -4.0104 1.9299 -0.1 0.0 0.0
O -3.3523 -4.2356 0.7266 0.1 0.0 0.0
C -2.7575 -1.9055 2.3796 0.1 0.1 -0.3
C -3.0651 -1.4006 1.0541 -0.1 -0.1 0.1
N -2.4903 -0.4322 0.4473 1.3 0.8 -0.6
C -2.9162 -0.1161 -0.8819 0.0 -0.2 -0.2
C -3.2257 -1.0955 -1.8163 0.0 -0.2 0.1
C -3.6019 -0.7303 -3.1017 0.0 0.0 0.0
C -3.6692 0.6094 -3.4581 0.0 0.0 0.1
C -3.3517 1.5961 -2.5292 0.0 0.0 -0.1
C -2.9726 1.2069 -1.2614 0.1 0.6 -0.1
I -2.4636 2.6335 0.1846 -0.2 0.1 0.8
C -1.9744 -1.1078 3.2600 0.0 -0.2 0.4
O -1.4939 0.0101 2.9431 0.4 0.5 0.1
H -0.6693 -1.4204 6.4397 0.0 0.0 0.0
H -1.2312 0.1111 5.7278 0.0 0.0 0.0
H 0.1587 -0.7152 5.0238 0.0 0.0 0.0
H -3.3418 -4.4416 4.5565 -0.1 0.0 -0.1
H -5.0382 -3.5339 1.7037 0.0 0.0 0.0
H -4.2938 -4.9425 2.4505 0.0 0.0 0.0
H -3.4607 -5.1531 0.4499 -0.1 0.0 0.0
H -3.8854 -1.8926 0.5396 0.0 0.1 -0.1
H -3.1450 -2.1412 -1.5395 0.0 0.0 -0.1
H -3.8337 -1.4977 -3.8275 0.0 0.0 0.0
H -3.9633 0.8965 -4.4585 0.0 0.0 0.0
H -3.4011 2.6422 -2.8010 0.0 0.0 0.0
Br 1.2575 1.7016 2.6263 -0.7 -0.2 -0.4
C 0.4574 2.7574 4.0804 -0.3 0.2 0.1
Br -1.2656 3.4438 3.6473 0.1 0.0 0.1
H 1.1338 3.5851 4.2553 0.1 -0.1 -0.1
H 0.3775 2.1037 4.9385 0.0 -0.1 0.0
C 4.2339 -0.4032 -4.1486 -0.1 0.0 0.0
C 4.2769 0.2961 -2.7943 0.2 -0.1 0.0
C 3.2646 -0.2900 -1.8143 0.1 0.3 -0.1
C 3.4150 0.2298 -0.3883 -0.3 -0.1 -0.3
N 3.1924 1.6816 -0.2446 0.0 -0.1 0.0
C 2.0534 2.3528 -0.3341 0.1 0.2 0.4
S 0.5599 1.5754 -0.8682 -0.9 -0.8 0.4
N 2.0671 3.6509 -0.0777 -0.1 0.1 -0.1
C 0.9207 4.5799 -0.0904 -0.3 -0.1 -0.3
C 0.4120 4.9263 -1.4872 0.2 0.0 -0.1
C 1.4593 5.6119 -2.3600 0.0 0.2 0.0
C 0.8675 6.1549 -3.6562 -0.1 -0.1 0.1
H 4.9568 0.0325 -4.8352 0.0 0.0 0.0
H 3.2445 -0.3190 -4.6036 0.0 0.0 0.0
H 4.4609 -1.4654 -4.0446 0.0 0.0 0.0
H 4.1044 1.3685 -2.9259 0.0 0.0 0.0
H 5.2835 0.1942 -2.3757 0.0 0.0 0.0
H 3.3741 -1.3766 -1.7818 0.1 0.0 0.0
H 2.2546 -0.0830 -2.1687 0.0 -0.1 0.0
H 4.4336 0.0458 -0.0501 0.0 0.1 0.1
H 2.7263 -0.2888 0.2796 0.0 0.0 0.1
H 4.0113 2.2175 0.0120 0.0 0.0 -0.1
H 2.9629 4.0673 0.1409 0.0 0.0 -0.1
H 1.2544 5.4901 0.4057 0.1 -0.1 0.1
H 0.1211 4.1353 0.5055 0.1 0.0 0.1
H -0.4571 5.5800 -1.3692 0.0 0.0 0.0
H 0.0636 4.0165 -1.9782 -0.1 0.0 0.0
H 2.2784 4.9222 -2.5874 0.0 -0.1 0.0
H 1.9073 6.4412 -1.8023 0.0 0.0 0.0
H 0.3568 5.3700 -4.2185 0.1 0.0 0.0
H 1.6404 6.5823 -4.2917 0.0 0.0 0.0
H 0.1308 6.9323 -3.4484 0.0 0.0 0.0
C 0.5138 -4.3642 1.4897 0.0 0.1 0.1
C 0.7294 -3.5331 0.2156 0.0 -0.1 -0.1
C -0.2491 -3.9567 -0.8940 0.0 0.1 0.0
C 2.1846 -3.6344 -0.2739 0.0 0.1 0.0
C 0.4537 -2.1197 0.5321 0.3 -0.1 -0.1
N 0.2886 -1.0030 0.7400 -0.6 0.0 1.1
H 0.6819 -5.4141 1.2530 0.0 0.0 0.0
H -0.5080 -4.2530 1.8575 0.0 0.0 0.0
H 1.2092 -4.0729 2.2774 0.0 0.0 0.0
H 0.0549 -4.9341 -1.2682 0.0 0.0 0.0
H -0.2352 -3.2524 -1.7270 0.0 0.0 0.0
H -1.2619 -4.0330 -0.5013 0.0 0.0 0.0
H 2.4377 -4.6869 -0.3942 0.0 0.0 0.0
H 2.8776 -3.1914 0.4422 0.0 -0.1 0.0
H 2.2999 -3.1387 -1.2367 0.0 0.0 0.0



19
Properties=species:S:1:pos:R:3:forces:R:3 method="wB97M-V/def2-TZVPD" smiles=CNC[C@H](N)CO homo_energy_ev=-8.38 homo_lumo_gap_ha=0.34397 relative_energy_kcal_mol=47.9
C 1.8108 -1.5944 -0.3378 -0.7 1.1 0.4
N 0.3797 -1.5130 -0.0817 -0.6 -1.0 -1.2
C -0.1751 -0.6377 0.8835 1.6 0.8 2.0
C -0.6787 0.7766 0.4869 -0.5 -0.8 -1.0
N -2.1094 0.7931 0.0829 0.1 -0.4 0.7
C 0.1583 1.2955 -0.7030 -1.4 0.6 -0.1
O -0.4400 2.4674 -1.3062 1.0 -0.6 0.7
H 2.0387 -2.3273 -1.1058 -0.1 -0.2 0.2
H 2.3834 -1.7408 0.5863 0.1 -0.4 -0.1
H 2.1099 -0.6239 -0.7288 0.4 0.1 -0.2
H -0.1641 -2.3054 -0.3709 0.0 0.0 0.2
H -0.9303 -1.0742 1.5450 -0.2 -0.4 -0.5
H 0.6503 -0.4800 1.6246 -0.3 0.2 -0.3
H -0.6430 1.3685 1.4079 0.4 0.3 -0.3
H -2.6427 0.6103 0.9315 -0.1 0.2 -0.1
H -2.3139 -0.0291 -0.4822 0.2 0.2 -0.3
H 1.1983 1.4683 -0.4015 -0.1 -0.1 -0.2
H 0.0362 0.5619 -1.4933 0.6 -0.4 0.1
H -0.6685 2.9842 -0.5373 -0.4 0.7 0.0



20
Properties=species:S:1:pos:R:3:forces:R:3 method="wB97M-V/def2-TZVPD" total_charge=+1 homo_energy_ev=-14.86 homo_lumo_gap_ha=0.43882 relative_energy_kcal_mol=21.6
C 1.6530 0.6344 1.6981 0.5 1.5 0.2
N 2.8780 1.2007 1.4741 -2.1 -0.6 0.2
O 0.6443 1.2073 2.1880 2.1 -0.8 -1.0
H 1.6177 -0.4048 1.3686 -0.1 -0.2 0.1
H 3.5076 0.7106 0.8411 -0.1 0.4 0.5
H 2.9495 2.2011 1.6317 0.3 -0.2 -0.1
C -1.5287 0.0423 -0.4596 -0.4 0.2 -1.2
C -0.3341 -0.8197 -0.8575 0.6 1.1 0.2
C -0.4333 -1.1572 -2.3439 1.1 0.1 0.1
N -1.4694 0.3083 0.9881 -0.3 -0.7 0.7
H -1.5285 1.0528 -0.9624 0.1 -1.1 0.4
H -2.4809 -0.4727 -0.7417 0.6 0.5 0.5
H -0.2821 -1.6979 -0.1620 0.1 0.5 -0.8
H 0.5769 -0.1736 -0.7115 -0.6 -0.8 0.1
H -1.3189 -1.7469 -2.4629 -0.4 -0.7 -0.5
H -0.6050 -0.2175 -2.9250 0.5 -0.8 0.3
H 0.4972 -1.7232 -2.6768 -1.4 0.8 0.2
H -1.6281 -0.5502 1.5377 0.0 0.3 -0.3
H -0.4960 0.6616 1.3266 -0.9 0.3 0.3
H -2.2194 0.9446 1.2493 0.2 0.3 0.3



118
Properties=species:S:1:pos:R:3:forces:R:3 method="wB97M-V/def2-TZVPD" total_charge=-1 homo_energy_ev=-4.79 homo_lumo_gap_ha=0.26815
C -7.0764 -2.2172 0.6835 0.0 0.1 -0.1
O -6.2847 -2.8096 -0.3170 0.1 0.4 -0.1
C -4.9562 -3.0733 0.1093 -0.1 -0.7 0.0
C -4.1575 -3.5892 -1.0822 -0.1 0.5 0.2
C -3.2874 -2.5497 -1.7761 0.5 -0.4 0.0
C -2.3911 -1.7678 -0.8350 -0.3 0.4 -0.1
C -1.3908 -0.9074 -1.5979 0.1 -0.2 -0.2
C -0.0418 -1.5591 -1.8838 -0.1 -0.4 0.3
C 0.6730 -2.1543 -0.6698 0.6 0.7 -0.5
C 1.2824 -1.0878 0.2668 -0.5 -0.8 0.9
C 0.5469 -0.9670 1.6284 0.0 0.6 -0.5
In -0.8035 0.8080 1.7650 -0.2 -0.4 0.3
O -0.4138 2.2428 0.3121 0.2 -0.2 -0.3
O -0.3768 1.7284 3.5984 0.0 -0.4 0.0
H -6.5022 -1.5463 1.3201 0.2 0.1 0.1
H -7.5634 -2.9622 1.3139 0.0 -0.2 0.1
H -7.8412 -1.6197 0.1997 -0.2 0.0 -0.1
H -4.5045 -2.1972 0.5666 0.0 0.3 0.0
H -4.9782 -3.8560 0.8742 -0.1 0.0 0.2
H -3.5183 -4.4014 -0.7488 0.1 -0.2 0.1
H -4.8880 -3.9914 -1.7731 -0.1 -0.3 -0.2
H -2.6145 -3.0794 -2.4527 -0.1 -0.2 -0.3
H -3.8638 -1.8734 -2.3989 -0.3 0.2 0.0
H -1.9228 -2.4516 -0.1342 0.2 -0.1 0.1
H -2.9898 -1.0966 -0.2345 -0.2 0.1 0.3
H -1.8462 -0.6789 -2.5609 -0.1 0.2 -0.2
H -1.2586 0.0532 -1.1153 0.1 0.2 0.3
H 0.6329 -0.8230 -2.3095 0.1 0.2 -0.2
H -0.1573 -2.3296 -2.6490 -0.1 -0.2 -0.1
H 0.0509 -2.8442 -0.1166 -0.2 -0.1 0.2
H 1.4989 -2.7415 -1.0676 0.1 -0.2 -0.1
H 1.3310 -0.1255 -0.2354 0.1 0.2 -0.2
H 2.2947 -1.4055 0.4938 0.4 0.1 -0.2
H 1.2823 -0.9167 2.4286 0.1 0.1 0.2
H -0.0149 -1.8788 1.8024 -0.2 -0.2 0.1
H -2.5119 0.2497 1.7005 0.1 0.3 0.0
H -0.0112 1.8524 -0.4780 -0.1 0.1 0.4
H -0.0092 1.0237 4.1541 -0.1 0.4 -0.2
C 1.4661 7.7516 -2.6258 0.1 0.0 0.0
C 2.2526 6.5179 -3.0588 -0.1 0.0 -0.1
C 1.4066 5.2468 -3.1151 0.0 0.0 0.0
C 0.7990 4.8149 -1.7787 0.0 0.0 0.0
C 1.8075 4.5785 -0.6580 0.0 0.0 0.1
C 2.8009 3.4608 -0.9585 0.0 0.2 0.0
H 1.0681 7.6411 -1.6166 0.0 0.0 0.0
H 2.1026 8.6388 -2.6329 0.0 0.0 0.0
H 0.6286 7.9357 -3.3024 0.0 0.0 0.0
H 3.1036 6.3734 -2.3879 0.0 0.0 0.0
H 2.6743 6.6991 -4.0523 0.0 0.0 0.0
H 2.0186 4.4343 -3.5180 0.0 0.0 0.0
H 0.5939 5.3947 -3.8347 0.0 0.0 0.0
H 0.2280 3.8956 -1.9349 0.0 0.0 0.1
H 0.0709 5.5604 -1.4476 0.0 0.0 0.0
H 1.2540 4.3206 0.2473 0.0 -0.1 -0.1
H 2.3523 5.5027 -0.4356 0.0 0.0 0.0
H 2.2764 2.5206 -1.1430 0.0 0.0 0.0
H 3.4659 3.3077 -0.1093 0.0 0.0 0.0
H 3.4218 3.6862 -1.8296 0.0 0.0 0.0
C 8.3529 1.0236 3.3918 0.0 0.0 -0.1
C 7.5766 1.7561 2.3011 0.0 0.0 0.1
C 6.2386 2.3177 2.7791 0.0 0.0 0.0
C 5.2368 1.2707 3.2675 0.0 0.0 0.1
C 4.8829 0.1941 2.2432 -0.1 0.0 0.0
C 4.2217 0.7494 0.9865 0.2 -0.1 0.0
H 7.8069 0.1540 3.7597 0.0 0.0 0.0
H 9.3141 0.6712 3.0126 0.0 0.0 0.0
H 8.5497 1.6841 4.2391 0.0 0.0 0.0
H 7.4212 1.0868 1.4510 0.0 0.0 0.0
H 8.1869 2.5844 1.9295 0.0 0.0 0.0
H 5.7908 2.9001 1.9691 0.0 0.0 0.0
H 6.4226 3.0280 3.5922 0.0 0.0 0.0
H 4.3193 1.7841 3.5691 0.0 0.0 0.0
H 5.6208 0.7891 4.1723 0.0 0.0 0.0
H 4.2009 -0.5189 2.7143 0.0 0.0 0.0
H 5.7760 -0.3767 1.9684 0.0 0.0 0.0
H 3.3081 1.2938 1.2313 0.0 0.0 0.0
H 3.9533 -0.0584 0.3076 0.0 0.0 0.0
H 4.8931 1.4210 0.4472 0.0 0.0 0.0
C -0.4941 -4.2658 -8.7314 -0.1 0.0 0.0
C -1.0516 -2.8478 -8.6492 0.1 0.0 0.0
C -0.2769 -1.9441 -7.6913 0.0 0.0 0.0
C -0.2804 -2.3995 -6.2313 0.0 0.0 0.0
C -1.6662 -2.5567 -5.6087 0.0 0.1 0.0
C -2.4643 -1.2577 -5.5633 0.0 -0.1 0.0
H -0.5490 -4.7771 -7.7695 0.0 0.0 0.0
H -1.0575 -4.8615 -9.4519 0.0 0.0 0.0
H 0.5502 -4.2550 -9.0508 0.0 0.0 0.0
H -2.1056 -2.8856 -8.3616 0.0 0.0 0.0
H -1.0238 -2.3993 -9.6463 0.0 0.0 0.0
H -0.6806 -0.9301 -7.7583 0.0 0.0 0.0
H 0.7618 -1.8757 -8.0308 0.0 0.0 0.0
H 0.2905 -1.6760 -5.6411 0.0 0.0 0.0
H 0.2581 -3.3476 -6.1417 0.0 0.0 0.0
H -1.5442 -2.9297 -4.5887 0.0 0.0 0.0
H -2.2383 -3.3206 -6.1442 0.0 0.0 0.0
H -1.9239 -0.4937 -5.0012 0.0 0.0 0.0
H -3.4245 -1.4173 -5.0707 0.0 0.0 0.0
H -2.6664 -0.8685 -6.5631 0.0 0.0 0.0
C -4.4455 -0.9440 8.6513 0.0 -0.1 0.0
C -3.2894 -1.8207 8.1789 0.0 0.1 0.1
C -2.0951 -1.0229 7.6577 0.0 0.0 0.0
C -2.3842 -0.1498 6.4350 0.0 0.0 0.0
C -2.9291 -0.8991 5.2216 0.0 0.0 0.0
C -1.9692 -1.9485 4.6722 -0.1 0.0 0.0
H -4.8511 -0.3411 7.8382 0.0 0.0 0.0
H -5.2599 -1.5559 9.0449 0.0 0.0 0.0
H -4.1213 -0.2680 9.4457 0.0 0.0 0.0
H -3.6453 -2.5104 7.4091 0.0 0.0 0.0
H -2.9541 -2.4425 9.0147 0.0 0.0 0.0
H -1.2822 -1.7173 7.4261 0.0 0.0 0.0
H -1.7204 -0.3809 8.4625 0.0 0.0 0.0
H -1.4626 0.3621 6.1446 0.0 0.0 0.0
H -3.0878 0.6422 6.7075 0.0 0.0 0.0
H -3.1362 -0.1710 4.4342 0.0 0.0 0.0
H -3.8882 -1.3702 5.4646 0.0 0.0 0.0
H -1.0206 -1.4875 4.3888 0.0 0.0 0.0
H -2.3878 -2.4165 3.7798 0.1 0.0 0.0
H -1.7651 -2.7413 5.3965 0.0 0.0 0.0



23
Properties=species:S:1:pos:R:3:forces:R:3 method="wB97M-V/def2-TZVPD" total_charge=-1 multiplicity=2 homo_energy_ev="1.08 / -5.38" homo_lumo_gap_ha="0.06796 / 0.30125" relative_energy_kcal_mol=43.1
C -1.8056 -0.7023 -0.6385 -2.9 0.4 -0.4
N -0.9058 0.4050 -0.4941 2.5 -0.8 -0.1
C 0.5757 -0.0035 -0.3601 -2.9 1.3 0.2
C 1.3068 1.3417 -0.1141 1.8 -1.6 -2.0
C 0.8931 2.4519 -1.1153 0.6 -0.8 1.2
O 1.7995 2.3265 -2.2059 0.8 -0.1 -0.3
C 0.7709 -0.9060 0.8611 1.2 -0.1 -1.5
H -2.0570 -0.7869 -1.7379 0.1 -0.2 0.9
H -1.5930 -1.7255 -0.2788 0.7 0.6 0.2
H -2.7845 -0.4522 -0.0938 1.1 -0.3 -0.9
H -1.0747 1.1009 0.2171 -0.6 -0.5 0.4
H 0.7600 -0.4694 -1.3582 0.6 0.4 0.8
H 1.3317 1.6882 0.9141 -0.5 -0.3 0.2
H 2.3689 0.9945 -0.3420 -0.9 1.1 0.3
H -0.0945 2.1689 -1.4698 -0.2 0.6 0.1
H 0.9160 3.3729 -0.4887 0.1 0.0 -1.2
H 1.9922 3.0844 -2.7618 -0.6 0.4 0.4
H 1.8706 -0.9680 1.0244 -0.6 0.3 0.6
H 0.5151 -1.9435 0.6468 -0.6 0.1 0.4
H 0.1812 -0.4295 1.6421 0.3 -0.6 0.5
H -1.6394 -3.7922 3.4403 0.1 -0.2 -0.1
H -1.8150 -2.9275 2.2409 0.0 0.0 -0.2
O -1.5122 -3.8287 2.4723 -0.1 0.2 0.3